The following is a DFT calculation (ωB97M-V with the def2-TZVPD basis set) of an isolated molecule of CH2O2S in a non-equilibrium geometry.

```
! RIJCOSX wB97M-V def2-TZVPD def2/J DEFGRID3
* xyz 0 1
C 0.19 -0.08 0.05
O -2.31 -0.93 -0.32
O 0.99 0.98 0.09
S -1.46 0.23 0.02
H 0.56 -1.01 -0.17
H 2.03 0.81 0.32
*
```

The gap between HOMO and LUMO is 8.72 eV. As for the maximum force: 0.083 Eh/bohr. The total energy is -15997.2933 eV. The value obtained for the highest occupied orbital energy is -0.3200 Ha. The energy above the lowest of the compared OMol25 structures with the same formula, charge and spin is 60.93 kcal/mol.

The molecule's Löwdin atomic charges, reported in e, are given here: C -0.4761; O -0.6072; O -0.1010; S 0.9250; H 0.0549; H 0.2044



The following is a DFT calculation (ωB97M-V with the def2-TZVPD basis set) of CH2O2S as an isolated structure in a non-equilibrium geometry.

```
! RIJCOSX wB97M-V def2-TZVPD def2/J DEFGRID3
* xyz 0 1
C 1.16 -0.06 0.16
O 2.28 -0.27 0.01
O -0.31 1.02 -0.38
S -1.49 0.29 0.23
H 0.34 -0.43 0.79
H -1.98 -0.55 -0.80
*
```

The gap between HOMO and LUMO is 9.36 eV. As for the maximum force: 0.081 Eh/bohr. The total energy is -15996.5041 eV. The value obtained for the highest occupied orbital energy is -0.3322 Ha. The energy above the lowest of the compared OMol25 structures with the same formula, charge and spin is 79.13 kcal/mol.

The molecule's Löwdin atomic charges, reported in e, are given here: C -0.0912; O 0.1938; O -0.7209; S 0.7074; H -0.0008; H -0.0882



The following is a DFT calculation (ωB97M-V with the def2-TZVPD basis set) of an isolated molecule of CH2O2S in a non-equilibrium geometry.

```
! RIJCOSX wB97M-V def2-TZVPD def2/J DEFGRID3
* xyz 0 1
C 0.81 0.23 -0.33
O 1.79 0.63 0.20
O -1.88 -0.31 -0.44
S -0.93 0.40 0.36
H 0.89 -0.24 -1.22
H -0.67 -0.71 1.44
*
```

The gap between HOMO and LUMO is 9.42 eV. As for the maximum force: 0.085 Eh/bohr. The total energy is -15996.8295 eV. The value obtained for the highest occupied orbital energy is -0.3574 Ha. The energy above the lowest of the compared OMol25 structures with the same formula, charge and spin is 71.62 kcal/mol.

The molecule's Löwdin atomic charges, reported in e, are given here: C -0.4216; O 0.0392; O -0.6084; S 0.8645; H 0.0570; H 0.0692



The following is a DFT calculation (ωB97M-V with the def2-TZVPD basis set) of an isolated molecule of CH2O3 in a non-equilibrium geometry.

```
! RIJCOSX wB97M-V def2-TZVPD def2/J DEFGRID3
* xyz 0 1
C 0.01 0.68 -0.16
O -0.18 -0.57 0.18
O -0.77 1.65 -0.17
O 1.03 -1.49 0.48
H 0.99 0.47 -0.88
H -1.08 -0.74 0.54
*
```

The gap between HOMO and LUMO is 10.49 eV. As for the maximum force: 0.143 Eh/bohr. The total energy is -7205.6431 eV. The value obtained for the highest occupied orbital energy is -0.3842 Ha. The energy above the lowest of the compared OMol25 structures with the same formula, charge and spin is 159.19 kcal/mol.

The molecule's Löwdin atomic charges, reported in e, are given here: C -0.3089; O -0.0595; O 0.0783; O -0.1336; H 0.2116; H 0.2122



The following is a DFT calculation (ωB97M-V with the def2-TZVPD basis set) of an isolated molecule of CH2O3 in a non-equilibrium geometry.

```
! RIJCOSX wB97M-V def2-TZVPD def2/J DEFGRID3
* xyz 0 1
O -0.43 1.49 -0.09
C 0.02 0.36 -0.06
O 1.29 0.13 -0.06
O -0.74 -0.79 -0.13
H 1.44 -0.86 0.00
H -1.59 -0.33 0.33
*
```

The gap between HOMO and LUMO is 11.47 eV. As for the SMILES: O=C(O)O. As for the maximum force: 0.092 Eh/bohr. The total energy is -7211.9545 eV. The value obtained for the highest occupied orbital energy is -0.4105 Ha. The energy above the lowest of the compared OMol25 structures with the same formula, charge and spin is 13.64 kcal/mol.

The molecule's Löwdin atomic charges, reported in e, are given here: O 0.0974; C -0.6892; O 0.1635; O 0.0607; H 0.1596; H 0.2080



The following is a DFT calculation (ωB97M-V with the def2-TZVPD basis set) of an isolated ion of composition CH2O3P2 and charge -2 in a non-equilibrium geometry.

```
! RIJCOSX wB97M-V def2-TZVPD def2/J DEFGRID3
* xyz -2 1
C -1.75 -0.02 -0.17
P -0.28 -0.92 -0.37
O 0.35 -0.72 0.99
P 1.60 0.52 -0.58
O 2.85 -0.37 -0.59
O 1.73 1.69 0.39
H -2.67 -0.45 -0.55
H -1.83 0.28 0.88
*
```

The gap between HOMO and LUMO is 6.27 eV. As for the SMILES: C=P([O-])=P(=O)[O-]. As for the maximum force: 0.073 Eh/bohr. The total energy is -25788.0764 eV. The value obtained for the highest occupied orbital energy is 0.0508 Ha. The energy above the lowest of the compared OMol25 structures with the same formula, charge and spin is 42.48 kcal/mol.

The molecule's Löwdin atomic charges, reported in e, are given here: C -0.4852; P 0.3146; O -0.6942; P 0.3210; O -0.6263; O -0.6011; H -0.1412; H -0.0876



Q: Which value of gap between HOMO and LUMO does entry 2 give?
A: 9.36 eV



Q: Number 6 is which compound?
A: CH2O3P2



Q: Among the records above, which one has the lowest energy above the lowest of the compared OMol25 structures with the same formula, charge and spin?
A: number 5